Record 1
Below is C5H8O in the gas phase, with properties calculated with wB97M-V/def2-TZVPD.

Total energy in eV: -7361.4807
Max |F| in eV/Å: 0.36
Relative energy (zero: lowest compared OMol25 entry of this formula, charge and spin) in kcal/mol: 17.9

Element x y z (Å)
O 0.044 1.776 0.849
C -0.185 1.014 -0.336
C -1.291 -0.003 -0.133
C -0.785 -1.179 0.236
C 0.725 -1.143 0.274
C 1.040 0.121 -0.543
H -0.808 2.104 1.160
H -0.361 1.697 -1.178
H -2.348 0.250 -0.185
H -1.368 -2.051 0.521
H 1.197 -2.047 -0.125
H 1.064 -1.029 1.312
H 1.116 -0.141 -1.603
H 1.960 0.632 -0.248

Record 2
Below is C47H61N9O5TeTl as an isolated structure, with properties calculated with wB97M-V/def2-TZVPD.

Total energy in eV: -85359.6506
Max |F| in eV/Å: 0.71
Relative energy (zero: lowest compared OMol25 entry of this formula, charge and spin) in kcal/mol: 35.1
Total charge: +1

Element x y z (Å)
Tl -0.275 -0.901 -0.726
N 2.479 -2.138 -1.547
C 2.623 -3.446 -2.200
C 2.418 -4.597 -1.198
C 1.193 -5.488 -1.454
C -0.152 -4.878 -1.069
N -0.499 -3.719 -1.893
H 2.478 -1.390 -2.233
H 3.271 -1.962 -0.936
H 3.597 -3.558 -2.689
H 1.863 -3.499 -2.979
H 2.322 -4.167 -0.198
H 3.305 -5.233 -1.191
H 1.310 -6.408 -0.876
H 1.169 -5.774 -2.511
H -0.114 -4.540 -0.026
H -0.911 -5.668 -1.127
H -1.460 -3.449 -1.708
H -0.448 -3.963 -2.876
O 4.792 5.011 -1.039
C 4.742 3.696 -0.782
O 5.467 3.192 0.026
C 3.766 2.894 -1.571
C 3.565 2.829 -2.926
N 2.768 1.758 -3.145
N 2.424 1.125 -2.044
C 3.014 1.798 -1.071
C 2.742 1.514 0.320
O 2.886 2.340 1.220
O 2.303 0.305 0.666
H 4.102 5.285 -1.656
H 3.930 3.438 -3.736
H 2.296 1.500 -4.003
C -0.024 4.382 3.449
C -0.586 4.023 2.071
C -0.517 5.272 1.183
C -1.988 3.442 2.128
C -2.875 3.857 3.119
C -4.175 3.387 3.158
C -4.609 2.504 2.183
C -3.756 2.058 1.183
C -4.264 1.154 0.078
C -4.746 2.009 -1.104
C -5.402 0.240 0.522
C -2.424 2.514 1.163
N -1.554 1.963 0.190
C -1.425 2.638 -0.892
C -0.902 2.223 -2.151
C -0.722 3.123 -3.214
C -0.455 2.362 -4.341
C -0.515 1.016 -3.927
N -0.765 0.917 -2.611
C -0.490 -0.175 -4.868
C 0.696 -0.094 -5.842
C -0.413 -1.484 -4.101
C -1.801 -0.140 -5.672
H 1.034 4.639 3.361
H -0.130 3.565 4.166
H -0.531 5.259 3.854
H 0.045 3.254 1.611
H -1.133 6.065 1.613
H -0.879 5.073 0.179
H 0.512 5.631 1.111
H -2.556 4.579 3.860
H -4.857 3.726 3.928
H -5.639 2.168 2.196
H -3.427 0.541 -0.262
H -5.527 2.695 -0.768
H -5.157 1.373 -1.891
H -3.934 2.596 -1.532
H -6.356 0.771 0.528
H -5.229 -0.157 1.521
H -5.496 -0.594 -0.175
H -1.824 3.658 -0.923
H -0.788 4.201 -3.153
H -0.285 2.727 -5.344
H 1.621 -0.437 -5.366
H 0.838 0.919 -6.221
H 0.517 -0.739 -6.705
H 0.467 -1.504 -3.454
H -0.352 -2.322 -4.802
H -1.298 -1.611 -3.476
H -1.851 0.764 -6.281
H -2.657 -0.143 -4.996
H -1.876 -1.007 -6.334
C -4.967 -3.908 0.298
N -4.188 -3.034 1.168
C -4.500 -2.878 2.472
C -3.795 -2.053 3.278
C -2.687 -1.381 2.687
N -2.361 -1.547 1.422
C -3.113 -2.322 0.605
O -2.890 -2.435 -0.599
N -1.897 -0.564 3.425
H -5.964 -4.039 0.711
H -4.484 -4.880 0.196
H -5.028 -3.455 -0.687
H -5.355 -3.437 2.827
H -4.062 -1.913 4.314
H -2.291 -0.156 4.256
H -1.309 0.035 2.868
Te 2.214 0.530 2.649
C 1.939 -1.524 2.973
C 1.929 -2.543 2.034
C 1.794 -3.851 2.477
C 1.655 -4.125 3.830
C 1.643 -3.096 4.763
C 1.784 -1.788 4.333
C 4.304 0.466 2.843
C 5.019 -0.532 2.198
C 6.402 -0.456 2.194
C 7.046 0.594 2.837
C 6.315 1.582 3.482
C 4.931 1.529 3.480
H 1.999 -2.314 0.976
H 1.792 -4.663 1.761
H 1.542 -5.147 4.165
H 1.518 -3.311 5.815
H 1.775 -0.966 5.047
H 4.509 -1.352 1.707
H 6.979 -1.215 1.683
H 8.126 0.644 2.830
H 6.821 2.402 3.971
H 4.348 2.314 3.945